(1)
The following is a DFT calculation (wB97M-V/def2-TZVPD) of one molecule with the formula C16H24ClN3O5S.

As for the HOMO energy: -8.1428 eV. The max |F| comes out at 1.0 eV/A. The relative energy (zero: lowest compared OMol25 entry of this formula, charge and spin) comes out at 11.1 kcal per mole.

Positions of all 50 atoms, in Å:
H -1.507449 -4.015581 -3.545069
C 5.024795 -0.893978 1.663992
H 5.819503 -0.167643 1.842666
N 3.900832 -0.608326 2.543784
H 2.495558 2.159139 3.867329
H 1.223730 1.498117 1.731844
O -0.767806 3.100650 -0.755041
H 1.947624 -1.318896 2.831117
C 2.366187 1.151109 3.458259
H -2.724788 -3.992830 -4.844680
H 0.823967 -0.401783 -1.658823
C -1.056852 0.526451 -1.301091
C -1.722027 2.679205 1.910856
H 3.176594 -2.526916 2.450438
C -2.144929 -1.457020 -2.914475
N 1.150321 1.122771 2.672616
C 2.817679 -1.520019 2.211321
C -0.775922 -1.423701 -2.658265
C -2.420601 0.523726 -1.539171
H -1.917925 -0.024885 2.308743
H 3.418922 1.258703 1.601411
O 1.022180 1.557026 -0.088733
C 0.080982 0.373501 2.973613
H -3.041483 1.289723 -1.105322
H 5.394109 -1.890344 1.926045
H 2.059977 -0.484664 0.454747
H -1.269697 -2.974955 -4.979749
H 4.464884 1.294123 3.033268
H -2.718728 2.447155 2.290794
H -1.068163 2.929835 2.751334
C 3.584085 0.812352 2.596187
O -2.770549 -2.372092 -3.677307
H -0.655327 -0.414290 1.122690
C -2.008940 -3.390065 -4.288928
C -0.235501 -0.432900 -1.854657
O 3.572631 -1.784514 -0.081056
Cl -4.648703 -0.498749 -2.654625
H 1.696427 -2.235467 0.491439
H -1.777237 3.524378 1.229492
C -2.960032 -0.461719 -2.339727
O -0.064437 -0.243462 4.009766
S -0.391666 1.813844 -0.259829
H 5.469192 -1.222615 -0.439744
H 2.257924 0.448764 4.287070
C 2.448172 -1.477914 0.723992
H 4.343181 0.126551 -0.135368
N -1.222301 1.557317 1.153403
C -0.982527 0.325919 1.859353
H -0.121553 -2.167016 -3.083049
C 4.634109 -0.887705 0.178085

Atoms 1-3, force components in eV/Å:
H -0.01 0.04 -0.02
C -0.05 -0.08 -0.27
H 0.06 -0.01 0.00

In the Löwdin picture, each atom carries the following charge in e: 0.10, -0.16, 0.12, -0.16, 0.12, 0.08, -0.27, 0.10, -0.14, 0.10, 0.11, -0.28, -0.06, 0.13, -0.29, 0.07, -0.14, 0.01, -0.07, 0.14, 0.11, -0.31, -0.51, 0.12, 0.12, 0.09, 0.10, 0.12, 0.10, 0.09, -0.18, -0.10, 0.12, -0.07, -0.04, -0.14, 0.74, 0.13, 0.08, -0.57, 0.06, 0.70, 0.12, 0.13, -0.19, 0.12, -0.30, -0.10, 0.11, -0.19

(2)
The following is a DFT calculation (wB97M-V/def2-TZVPD) of one molecule with the formula C12H16N2OS.

As for the HOMO energy: -8.7308 eV. The max |F| comes out at 0.9 eV/A. The relative energy (zero: lowest compared OMol25 entry of this formula, charge and spin) comes out at 29.7 kcal per mole.

Positions of all 32 atoms, in Å:
H -6.382768 1.261099 0.865482
C 2.298511 1.344328 -0.381338
H -1.892719 2.104531 -0.006149
C -3.429086 0.142607 -0.181703
H 4.513467 -0.197131 0.152200
H 0.303174 -1.174766 0.134174
C 2.107350 -1.073952 1.297098
H 2.322948 -2.215247 -0.510871
H 1.820579 -1.865875 1.994020
H 2.328574 -0.104396 -1.978322
H 0.135641 -0.254367 1.611548
O -1.435330 -0.868303 -0.907975
C 0.947910 0.831784 0.012176
C 2.970094 -1.694140 0.197845
H 4.455912 -1.234460 -1.270528
C 3.043412 0.373822 -1.306592
C -5.590603 0.664608 0.449304
H 3.738493 0.950721 -1.920569
H -3.913305 2.027444 0.777458
C 3.837698 -0.688624 -0.553258
H 2.146520 2.297646 -0.889031
H 2.897151 1.526235 0.513730
H 3.630642 -2.439263 0.648818
H -6.689567 -1.125806 -0.166682
C -1.983362 0.114362 -0.434712
N -0.017504 1.584463 -0.337851
C 0.818730 -0.448129 0.774225
C -4.247378 1.079037 0.394349
C -5.773639 -0.575417 -0.082248
N -1.335557 1.265853 -0.097858
S -4.316360 -1.265079 -0.659014
H 2.690368 -0.343574 1.862284

Atoms 1-3, force components in eV/Å:
H -0.15 0.07 0.06
C 0.01 0.10 -0.23
H 0.08 -0.26 -0.08

In the Löwdin picture, each atom carries the following charge in e: 0.10, -0.14, 0.13, -0.44, 0.11, 0.11, -0.20, 0.12, 0.11, 0.12, 0.13, 0.02, -0.28, -0.21, 0.11, -0.19, -0.19, 0.11, 0.11, -0.22, 0.11, 0.12, 0.11, 0.06, -0.51, 0.09, -0.13, -0.12, -0.41, 0.06, 1.09, 0.11

(3)
The following is a DFT calculation (wB97M-V/def2-TZVPD) of C18H38AlClF4I2KN2O15S2 as an isolated structure in a non-equilibrium geometry.

As for the HOMO energy: -4.3017 eV. As for the total charge: -1. The max |F| comes out at 6.5 eV/A.

Positions of all 84 atoms, in Å:
H 2.819345 1.940133 4.969005
H 2.792003 -1.594551 3.689355
H -2.512301 0.670625 1.108148
H 1.214672 -0.206378 0.742142
S -3.955764 4.034025 3.784217
H 3.145391 -3.974557 -8.517988
C 2.681599 -2.188396 -7.339584
O -3.192204 -3.570832 -0.842460
O 4.739371 -0.663941 -3.296856
H 3.179960 1.345605 1.056624
C 3.356513 0.777496 1.972830
H -4.170168 -2.474901 5.117146
O 2.618366 1.439280 3.005674
H 3.387522 -0.985368 0.766657
S -2.152844 -3.559941 0.149012
C -2.061847 0.378822 0.143738
H -2.131363 -1.314646 -1.271462
H 2.738154 -1.303219 -4.288859
H 3.007977 -2.727543 -6.445241
C 1.105724 -0.258503 -3.123844
O -4.782844 3.342558 2.835863
I -5.795114 -4.191248 1.450760
C -5.584671 2.238532 6.694409
O 4.926257 1.497591 -3.310184
C -2.425169 4.452172 2.809608
H 2.506228 -2.611182 -9.446570
O 0.972896 -1.482023 -5.229505
H 1.601135 -2.071860 -7.297996
H 2.175539 0.110505 -5.077407
H -6.217994 2.124399 7.571755
C -4.570091 -2.830812 4.110564
N 1.476539 -0.781575 1.539236
H 3.327518 -2.672754 2.418181
H 4.438369 -1.461495 3.054830
O -4.446000 5.320661 4.189959
Cl -6.452011 -6.224813 -0.072471
H 2.222407 8.271570 2.032849
O 1.944678 0.434010 -2.518584
K -6.999489 -2.335690 5.090938
H 5.250363 -2.797536 -8.142985
C -2.479650 -1.062904 -0.259543
H 3.971595 -0.221570 -9.148338
I -1.369024 -3.283756 3.933525
O -3.448327 3.210553 4.857761
H 0.743664 -1.171855 -2.620727
H 4.905875 -2.356292 -9.820762
O 2.382347 7.619654 2.721871
H -4.578417 2.519089 7.010397
O 6.268396 0.304879 -2.100832
Al 0.420102 4.705729 2.464364
H -4.877715 -1.874135 3.561389
O -2.077173 -2.013880 0.744065
F -1.535425 1.304179 -2.015578
C 3.075970 1.112205 4.305206
H 0.163296 0.231459 -3.412547
F -1.493986 5.131153 3.577141
C -3.714246 -4.020100 2.148630
C -3.429797 -3.428141 3.291594
C 4.325522 -0.859758 -8.329469
F -1.778058 3.361091 2.327531
H -0.969231 0.497134 0.243683
H 4.158791 0.966907 4.333903
H -2.743990 2.320757 -0.681243
C -2.507587 1.307768 -1.022565
C 3.396515 -1.647652 2.783024
H 4.430478 0.852800 2.182608
C 4.535289 -2.291895 -8.796981
H 1.027536 -0.321503 2.327035
F -2.662065 5.221789 1.757919
H -3.425314 0.850993 -1.439186
N 5.311700 0.384322 -2.902465
H -4.981325 1.118874 5.226138
O -5.546013 0.993450 5.995820
H -3.588179 -1.057613 -0.254129
O -2.647605 -4.556699 1.422136
O 3.305755 -0.898544 -7.329265
H 5.230612 -0.417473 -7.910899
C 3.149327 -2.888217 -8.605893
C 2.925987 -0.673433 1.706995
H -5.438124 -3.542839 4.208509
H 3.020527 8.043741 3.301958
H -5.998928 3.015085 6.049126
H 2.562351 0.223839 4.677543
C 1.799890 -0.803417 -4.590956

Atoms 1-3, force components in eV/Å:
H 0.02 0.05 -0.03
H -0.04 0.05 -0.02
H -0.01 -0.13 -0.46

In the Löwdin picture, each atom carries the following charge in e: 0.08, 0.06, 0.12, 0.06, 0.41, 0.11, -0.21, -0.40, -0.09, 0.13, -0.19, 0.07, -0.23, 0.15, 0.95, -0.13, 0.12, 0.12, 0.12, -0.31, -0.30, 0.83, -0.16, -0.08, -0.67, 0.11, 0.00, 0.11, 0.13, 0.07, -0.35, 0.06, 0.08, 0.08, -0.29, -0.64, 0.04, 0.03, 0.89, 0.11, -0.25, 0.11, 0.84, -0.32, 0.12, 0.11, -0.10, 0.07, -0.10, 1.13, 0.08, -0.38, -0.05, -0.12, 0.11, -0.06, -0.79, -0.76, -0.20, 0.01, 0.10, 0.09, 0.11, -0.19, -0.07, 0.12, -0.18, 0.06, 0.13, 0.12, -0.64, 0.06, -0.15, 0.13, -0.39, -0.13, 0.12, -0.17, -0.42, -0.05, 0.04, 0.08, 0.07, -0.30

(4)
The following is a DFT calculation (wB97M-V/def2-TZVPD) of a 2-piece molecular cluster, N4S overall in a non-equilibrium geometry.

As for the HOMO energy: -10.0559 eV. The max |F| comes out at 8.4 eV/A. The relative energy (zero: lowest compared OMol25 entry of this formula, charge and spin) comes out at 16.9 kcal per mole.

Positions of all 5 atoms, in Å:
S -2.832240 -0.206795 0.190098
N -1.461661 0.123619 -0.166678
N 2.702173 0.229498 0.385003
N 1.926900 -0.372881 -0.118418
N -0.335170 0.226559 -0.290003

Atoms 1-3, force components in eV/Å:
S -6.74 -1.18 1.29
N 8.32 0.72 -0.86
N -1.46 -1.01 -0.89

In the Löwdin picture, each atom carries the following charge in e: 0.72, -0.83, 0.03, -0.04, 0.12

(5)
The following is a DFT calculation (wB97M-V/def2-TZVPD) of one molecule with the formula C2H3N3S2 in a non-equilibrium geometry.

As for the HOMO energy: -8.5306 eV. The max |F| comes out at 1.6 eV/A. The relative energy (zero: lowest compared OMol25 entry of this formula, charge and spin) comes out at 15.5 kcal per mole.

Positions of all 10 atoms, in Å:
S 0.792639 2.109788 0.403454
H 2.598488 -0.179433 -0.246720
N -1.486382 0.637058 0.215084
N -0.833498 -1.345094 -0.239759
H -0.987750 -2.322789 -0.434621
C -0.136946 0.659927 0.138059
C 0.301275 -0.598169 -0.117126
N -1.903809 -0.588390 -0.032294
H -0.216808 2.929044 0.693971
S 1.872791 -1.301942 -0.380049

Atoms 1-3, force components in eV/Å:
S 0.74 0.06 -0.07
H -0.24 0.00 0.02
N -0.81 -1.25 -0.45

In the Löwdin picture, each atom carries the following charge in e: 0.78, -0.13, 0.00, -0.01, 0.15, -0.75, -0.70, -0.02, -0.13, 0.81

(6)
The following is a DFT calculation (wB97M-V/def2-TZVPD) of C24H56O22Tl as an isolated structure in a non-equilibrium geometry.

As for the HOMO energy: -11.3874 eV. As for the total charge: +1. The max |F| comes out at 6.0 eV/A. The relative energy (zero: lowest compared OMol25 entry of this formula, charge and spin) comes out at 103.2 kcal per mole.

Positions of all 103 atoms, in Å:
C 9.528770 -21.115790 -2.749060
C 7.297560 -17.919490 2.027020
O 5.636780 -21.461060 -4.020740
O 10.746850 -21.086380 -2.353540
O 12.054340 -21.459790 1.614510
C 14.569000 -20.245650 -0.949780
O 13.681110 -20.305000 -2.082360
C 8.018900 -23.751750 -0.743660
H 9.975840 -21.202550 1.134070
O 3.071330 -22.270360 -2.998720
Tl 3.584080 -19.390990 -3.584930
H 0.935820 -22.364730 -4.848050
C 8.693830 -25.516830 -6.114840
H 15.539510 -21.428510 0.439860
C 10.947450 -19.277650 1.812250
H 3.134280 -24.907400 -3.842260
H 12.938210 -19.138000 1.890930
C 7.138850 -23.140040 0.396140
H 4.319100 -26.856520 -4.623640
H 9.485660 -24.764840 -0.004830
H 7.424630 -26.717510 -4.781360
C 6.835710 -21.387180 -3.705800
H 6.192240 -19.461390 1.135360
H 15.403380 -23.252970 -0.807760
H 6.926490 -27.527200 -6.873630
C 10.598330 -17.054280 -1.074090
C 3.432140 -26.560180 -5.183630
H 0.101370 -21.597180 -6.117350
H 4.042860 -22.329520 -5.799710
O 0.993570 -20.291110 -4.907450
H 8.835110 -23.151360 -1.145450
H 10.086370 -18.673560 1.526410
H 15.532700 -19.832460 -1.247530
H 7.444280 -23.954280 -1.647480
H 7.452880 -23.026800 -4.846970
O 6.638590 -26.646030 -6.624090
H 4.513230 -26.272960 -6.681720
O 9.945250 -22.920610 -4.509730
C 2.270530 -21.753210 -6.429240
H 8.656630 -23.645850 -6.398110
H 9.716380 -14.941200 -1.501960
H 2.741600 -20.283830 0.099040
O 6.378880 -19.490280 -2.313740
O 5.995510 -23.932750 0.246330
H 7.493940 -23.444390 1.380710
H 13.974750 -21.862390 0.435840
H 5.243220 -24.695850 -5.065290
H 10.971230 -19.448310 2.888550
C 9.106130 -22.164830 -3.815430
C 9.265080 -16.821390 -1.629480
C 3.338160 -25.044010 -4.904270
H 7.049460 -21.004780 2.247010
H 10.722780 -16.848930 -0.010860
O 8.623380 -24.976770 -0.369730
H 0.434620 -19.644050 -5.343910
H 9.140490 -26.329950 -6.687060
C 3.543560 -21.797750 -0.655570
H 7.061590 -17.124130 1.320030
H 2.386020 -24.710760 -5.317160
O 7.749610 -20.360730 2.118160
C 14.747830 -21.605210 -0.288240
H 1.851800 -22.864080 -1.508680
H 7.786020 -19.417650 0.465690
C 1.028660 -21.534250 -5.547900
H 6.862320 -22.085710 0.401370
C 2.926730 -22.793230 -1.674870
C 7.338730 -26.024400 -5.618220
H 8.344180 -17.679390 2.214200
H 2.323550 -21.061920 -7.270310
H 11.134570 -20.690530 0.070410
H 3.597600 -22.888660 -3.510920
H 12.979320 -19.700430 -1.830200
C 7.235910 -19.288160 1.397740
H 2.544250 -27.118790 -4.887500
H 8.611070 -17.515910 -1.102210
H 14.211160 -19.582460 -0.162230
O 3.046450 -20.490030 -0.787610
H 12.272980 -15.989960 -1.148240
O 14.881390 -22.573070 -1.240030
C 8.622530 -20.255290 -2.169240
O 4.476070 -24.169430 -5.301880
H 5.792580 -24.288120 1.114740
H 3.384160 -23.769850 -1.516540
O 12.178760 -18.640160 1.579500
H 7.156270 -18.359570 3.856130
O 11.485050 -16.067150 -1.691210
O 8.931810 -15.443090 -1.269270
H 3.486690 -22.149650 0.374490
H 9.501050 -25.272330 -5.424400
H 11.047250 -18.042820 -1.170830
H 2.313810 -22.787630 -6.770130
H 6.767700 -25.198010 -5.195020
C 10.942930 -20.699790 1.143390
C 7.221880 -20.276500 -2.618710
H 9.210270 -17.071140 -2.689060
H 11.979310 -22.378060 1.344780
O 8.450270 -24.391610 -6.966320
H 8.962280 -19.689670 -1.314230
H 4.592410 -21.808330 -0.952060
O 3.691730 -26.740640 -6.514320
O 6.593450 -17.873780 3.248810
C 7.764830 -22.309350 -4.102420
O 3.483640 -21.551940 -5.734470

Atoms 1-3, force components in eV/Å:
C 5.46 -1.98 -0.27
C 1.73 -0.10 0.22
O 1.70 0.45 0.24

Results of the Löwdin charge analysis, in e, for atoms 1 through 99: -0.27, -0.24, 0.03, 0.13, -0.07, -0.21, -0.05, -0.22, 0.09, -0.15, 1.13, 0.11, -0.21, 0.12, -0.21, 0.10, 0.09, -0.21, 0.11, 0.09, 0.13, -0.27, 0.12, 0.10, 0.12, -0.24, -0.26, 0.13, 0.04, -0.14, 0.09, 0.09, 0.12, 0.11, 0.13, -0.03, 0.06, 0.11, -0.20, 0.04, 0.07, 0.10, 0.07, -0.07, 0.13, 0.09, 0.04, 0.13, -0.21, -0.23, -0.17, 0.08, 0.12, -0.03, 0.10, 0.12, -0.24, 0.13, 0.12, -0.06, -0.31, 0.12, 0.08, -0.24, 0.09, -0.19, -0.26, 0.11, 0.12, 0.09, 0.04, 0.05, -0.27, 0.14, 0.09, 0.10, -0.13, 0.09, -0.02, 0.20, -0.08, 0.10, 0.12, -0.07, 0.09, -0.07, -0.05, 0.13, 0.11, 0.10, 0.12, 0.08, -0.22, -0.28, 0.13, 0.09, -0.05, 0.12, 0.09